(1)
Entry from the Open Molecules 2025 dataset: a cluster of 14 separate species, C75H154F21N7O19 in total at a distorted geometry (ωB97M-V/def2-TZVPD).

Summary:
**LUMO energy**: -2.31 eV

```
! wB97M-V def2-TZVPD RIJCOSX def2/J DEFGRID3
* xyz 0 1
H 5.541 5.198 -4.520
C 3.994 -0.600 0.712
C 2.252 -0.278 -3.486
H -1.337 2.104 -3.820
N 0.316 6.368 -5.939
C -5.551 -1.575 5.832
H 4.683 3.080 0.528
H -6.606 2.067 9.527
H -2.478 3.950 8.696
H 3.841 6.327 -2.963
C -2.545 0.964 -6.905
H -4.032 -4.807 7.940
H -1.112 -5.939 7.815
C -5.691 -2.113 -1.520
H -6.583 -1.810 5.569
H 1.560 0.738 -6.173
H 6.297 6.969 -3.377
N -0.124 -0.127 -2.286
H -0.761 2.567 0.942
H 4.856 -4.768 -4.151
C 1.849 1.362 -8.243
H 3.510 4.112 -0.324
C 3.714 -1.786 1.744
C -0.126 4.932 -5.798
C 4.821 0.835 2.716
H 1.207 -7.273 8.585
N -4.797 3.648 7.196
H 2.028 2.432 2.076
C 5.956 1.869 2.896
H 0.618 6.471 -3.816
H 2.854 4.750 -4.031
H -5.003 -5.948 7.014
C 3.850 2.910 -4.592
H -3.938 5.182 4.781
H -3.833 -6.919 8.614
H -2.287 6.885 8.655
C -1.919 -7.760 8.763
H -5.940 2.542 -4.130
H 3.197 -4.638 -4.197
H -0.254 -1.592 -3.936
F 6.142 0.614 -7.637
H -3.267 4.431 2.726
C 7.734 4.030 -6.502
H 3.177 -7.710 -2.060
H 2.412 -6.942 -3.489
C 6.727 6.038 -3.009
O 2.822 1.383 -9.072
H 9.879 5.071 -2.619
H -3.505 -7.758 10.139
H 4.452 2.072 -4.242
H -7.827 4.261 8.415
H -4.332 2.203 5.873
C -0.887 -0.881 -3.405
H 6.664 6.161 -1.928
C 0.465 -6.699 5.788
H 2.913 2.570 -5.034
H -0.961 -2.544 -0.640
C 1.218 2.047 1.455
H -2.014 4.866 7.296
H -6.061 3.676 9.864
H -1.354 -5.632 5.279
F -4.795 -2.885 -3.790
H -5.159 4.206 4.416
H 0.201 -2.207 0.550
C -0.140 -5.309 -2.470
H -2.040 0.421 -1.613
H -1.290 -0.054 -3.990
H -2.088 5.561 -5.690
H 1.349 -4.951 -0.929
C -0.115 -5.909 -5.995
H -2.124 3.839 3.921
H -0.187 3.298 2.401
H 0.656 -10.960 6.739
H 3.113 0.039 0.764
O 1.661 -4.198 -5.315
H -0.842 -10.695 7.471
H 5.781 2.707 2.222
C 0.608 -5.692 -1.227
C 0.485 -1.012 -1.175
H -2.593 -0.941 2.341
C 0.210 7.095 -4.612
F -4.597 -2.284 3.739
F 4.875 -2.438 2.031
C 5.953 4.936 -3.546
C -7.191 3.502 7.960
C -4.112 4.109 4.703
H -4.592 3.559 -4.724
H -4.818 1.688 7.890
C -2.774 -0.605 -7.037
H 0.841 -0.273 -7.400
H 1.026 -5.844 6.166
C 7.037 0.627 -5.380
H -2.671 1.258 -7.947
H -5.966 3.144 -5.773
H -6.070 -3.867 7.596
H -4.429 5.702 6.975
C -5.515 -3.925 6.660
H 0.546 -5.999 2.950
H 1.757 4.095 -8.563
H -2.162 -8.796 8.523
H -6.890 -0.571 0.727
H -0.901 5.962 9.096
F -1.285 6.797 -0.807
H -5.238 -1.945 -0.543
H -1.048 -7.045 4.285
H 3.867 1.284 2.994
C -4.453 1.464 -5.398
H -0.667 1.268 -0.888
N -0.069 -7.726 6.861
C -4.528 -2.472 -2.521
H 1.488 1.760 0.439
H -2.075 -7.068 6.775
O -1.292 -0.824 0.612
C 3.500 3.989 -3.592
H -2.487 2.319 -2.620
C -1.998 -1.532 1.645
H -0.866 7.268 -4.613
C -0.121 -5.346 3.513
H 2.913 3.336 -2.946
H 6.484 3.986 -3.603
H 5.794 2.715 -1.913
C -0.447 -1.706 -0.169
O 6.955 1.966 -5.602
F -3.031 -1.135 -5.833
H 1.166 -6.622 -1.338
H 2.039 -1.192 -4.040
N 0.638 2.202 -8.548
C -0.577 -6.175 4.741
H 6.880 3.890 -7.163
H -6.197 -4.330 5.913
C -5.307 2.779 -4.985
C -2.637 4.902 8.189
H -1.104 -7.861 9.479
O -7.007 -2.648 -1.508
N 4.669 4.502 -2.680
C 0.900 -9.461 8.243
H 0.226 4.066 -9.328
H -5.978 1.273 -1.521
O 4.934 0.402 1.283
O -6.015 -0.728 -1.852
C 0.459 -4.981 -4.908
H 4.602 6.310 -1.279
C -0.424 5.214 0.660
C 4.132 -3.136 -3.060
H -3.972 1.130 -4.478
H 5.047 -0.042 3.321
N 4.021 -4.572 -3.617
H -2.445 6.102 10.107
C 3.826 -5.623 -2.440
H -1.908 3.793 -5.709
H -2.721 -2.145 1.107
H 4.447 -2.441 -3.839
H 0.477 -4.449 3.673
H 0.541 1.144 -3.869
H -7.854 2.718 7.593
H -0.308 6.770 -6.624
O -1.250 1.377 -6.482
O -0.625 5.898 1.879
H -4.810 5.274 8.622
O 0.645 4.267 0.823
O 6.692 0.451 -4.034
O 8.142 5.908 -3.182
H 1.211 -1.665 -1.660
C -1.560 4.727 -6.151
H 6.126 4.122 -1.138
F -3.817 -1.376 -2.775
C 1.165 3.515 -9.271
F 2.850 -2.806 1.401
H 3.658 2.377 -0.618
C -6.279 4.029 6.837
H 0.804 8.001 -4.729
C 1.096 -8.042 7.821
H 1.396 1.375 -2.432
H 4.119 -7.405 -3.495
O -5.424 -0.653 6.910
C -0.236 6.059 -0.686
H -0.159 -5.760 -0.456
O 0.633 4.129 -5.341
F -1.848 -1.340 -7.553
C -1.311 -6.977 7.547
F 0.110 5.435 -1.763
C -1.991 5.949 9.129
C -3.952 3.218 5.991
C -1.114 0.953 -1.831
H -6.483 3.401 5.970
F 0.796 6.790 -0.473
F 6.671 -1.309 -6.932
H 1.268 6.494 -6.253
H -7.667 0.688 -0.299
O 4.265 -0.801 -0.619
H 4.915 -3.184 -2.304
C 5.263 3.592 -1.540
C 4.220 3.293 -0.436
H -1.075 -4.828 1.599
H -2.675 -6.236 9.889
H 8.689 2.890 -5.043
F -3.863 -0.921 -7.717
C 8.141 2.695 -5.964
F 3.128 -1.249 2.813
C -3.077 -7.109 9.376
H 4.363 3.420 -5.407
H -0.496 -4.279 -2.457
H 6.159 2.108 3.940
C -4.886 2.645 8.408
C -3.370 2.308 2.880
H 0.890 1.146 1.972
O 4.105 -5.474 -1.249
C -4.510 -4.977 6.975
H 3.017 0.283 -4.023
H -3.769 1.659 3.659
H 1.831 -10.029 8.260
F 4.925 -0.247 -6.068
C -4.878 -1.167 4.411
H 3.072 5.482 -1.633
H -3.694 -5.091 6.260
H -4.805 0.310 -0.559
H 2.742 -0.491 -2.536
H -5.011 0.583 -5.714
H -4.043 2.794 9.083
H 7.478 4.502 -5.553
O -3.626 1.823 -6.527
C -0.388 -9.058 6.182
H -1.672 -1.501 -2.972
C 0.116 3.037 1.388
C -4.186 5.000 7.772
C -6.164 2.947 9.060
C -1.408 2.220 -2.738
C -3.139 3.719 3.542
H 1.976 -7.861 7.204
H -6.511 1.212 0.875
C 0.035 -10.151 7.121
H -0.898 3.127 -2.414
H 0.005 1.783 -9.214
C -6.755 0.381 0.214
C 1.035 0.577 -3.080
H -1.900 4.843 -7.180
F -5.629 -0.465 3.568
H -6.406 5.066 6.527
H -2.456 1.910 2.438
H 8.863 2.218 -6.628
H -2.003 -6.006 2.462
C -5.814 0.347 -0.971
C 1.720 0.330 -7.172
H -1.451 -8.957 5.960
H 0.524 -9.552 9.262
C 8.815 4.950 -2.419
C -1.407 -5.104 2.600
H 1.243 -7.285 5.299
F 0.772 -6.434 -6.803
H -1.325 4.680 0.358
O 0.792 -5.554 -3.575
H 1.096 -0.271 -0.659
H 0.066 2.258 -7.718
C 4.038 5.776 -2.043
H 3.195 -2.803 -2.614
F -3.676 -3.445 -2.141
H -0.965 -6.006 -2.614
H -2.881 3.176 6.190
F -0.729 -6.951 -5.402
H -0.352 -4.286 -4.692
C 6.220 -0.107 -6.476
F -1.112 -5.267 -6.691
H 1.459 3.334 -10.305
H 2.638 -0.258 -7.182
O -4.755 -2.736 6.258
H 8.057 0.332 -5.623
H -2.061 -4.313 2.966
H -4.216 2.367 2.195
H 8.484 3.930 -2.620
F -3.748 -0.535 4.638
C 3.313 -7.004 -2.879
H -1.355 -2.190 2.230
H 8.660 5.383 -1.431
H 0.093 -9.182 5.212
H 6.790 1.458 2.327
H 8.666 4.301 -6.999
*
```

(2)
Entry from the Open Molecules 2025 dataset: a cluster of 2 separate species, C4H7NO2 in total at a distorted geometry (ωB97M-V/def2-TZVPD).

Summary:
**SMILES**: C/C=C/O.N=C=O
**Relative energy (zero: lowest compared OMol25 entry of this formula, charge and spin)**: 51.3 kcal/mol
**LUMO energy**: 0.75 eV

```
! wB97M-V def2-TZVPD RIJCOSX def2/J DEFGRID3
* xyz 0 1
C 1.173 -1.360 2.851
H -2.335 0.381 -0.129
C -0.102 0.411 -0.447
O 1.122 -0.386 3.418
O 1.186 -1.591 -0.581
C -0.012 -0.936 -0.278
H 1.814 -0.865 -0.670
H -1.799 1.832 -0.922
H -0.815 -1.694 -0.071
H 0.640 1.077 -0.884
H 1.552 -3.011 1.533
H -1.446 1.441 0.908
N 1.143 -2.450 2.352
C -1.489 1.025 -0.181
*
```

(3)
Entry from the Open Molecules 2025 dataset: the ion C6H8Br2NO with charge +1 at a distorted geometry (ωB97M-V/def2-TZVPD).

Summary:
**Relative energy (zero: lowest compared OMol25 entry of this formula, charge and spin)**: 36.9 kcal/mol
**LUMO energy (alpha / beta)**: -4.54 / -4.56 eV

```
! wB97M-V def2-TZVPD RIJCOSX def2/J DEFGRID3
* xyz 1 1
C 1.128 -1.891 0.149
H 1.697 -2.847 0.230
C 1.543 -1.127 -1.063
H -0.023 2.381 0.497
C 1.172 0.135 -1.303
N -0.791 2.043 -0.116
H -2.201 -0.593 -1.153
Br 0.459 0.968 2.554
H -0.576 2.262 -1.042
C 0.264 -1.588 1.061
C -0.533 -0.199 1.254
H -1.391 -0.592 1.835
Br 1.614 1.416 -2.478
H 2.335 -1.642 -1.537
C -0.932 0.558 -0.024
O -2.089 0.314 -0.766
H 0.078 -2.169 2.041
H -1.754 2.573 -0.141
*
```

(4)
Entry from the Open Molecules 2025 dataset: a cluster of 2 separate species, C5H9NO in total at a distorted geometry (ωB97M-V/def2-TZVPD).

Summary:
**SMILES**: [H]/N=C(/C)OC.C#C
**Relative energy (zero: lowest compared OMol25 entry of this formula, charge and spin)**: 143.8 kcal/mol
**LUMO energy**: 0.75 eV

```
! wB97M-V def2-TZVPD RIJCOSX def2/J DEFGRID3
* xyz 0 1
H 2.823 -0.191 2.072
C -1.459 -0.106 1.089
H -1.095 -1.127 1.155
H -1.445 -0.175 -1.883
C -0.446 0.804 0.465
H -1.742 0.290 2.062
C 2.188 -0.094 1.209
C -0.476 -0.613 -1.642
O 0.323 0.163 -0.727
H 2.981 -0.767 -0.716
C 2.252 -0.399 -0.012
H -0.727 -1.577 -1.193
H -2.406 -0.113 0.539
N -0.631 2.039 0.463
H 0.033 -0.689 -2.600
H -0.173 2.554 -0.280
*
```